Entry 1:
HI2PS2 | wB97M-V/def2-TZVPD

Geometry (Å):
I -1.786 -3.048 0.631
I -1.091 0.295 -2.268
S 1.768 1.793 -1.025
S -0.381 0.320 1.319
P 0.664 0.313 -0.613
H 0.825 0.327 1.956

Atoms 1-2, force components in eV/Å:
0.071 0.116 0.028
-0.453 -0.298 0.041

## Properties
HOMO level (spin up / spin down) (eV): -9.49 / -8.79
Net charge: 0

---

Entry 2:
HN2O3P | wB97M-V/def2-TZVPD

Geometry (Å):
P 0.099 -0.580 -0.798
O -0.742 -2.241 0.922
O 0.809 2.008 -0.478
O -0.829 1.353 0.709
N -0.828 -1.070 0.473
N 0.046 1.202 -0.093
H 1.445 -0.672 -0.734

Atoms 1-2, force components in eV/Å:
-0.765 2.434 -2.428
-0.231 2.957 -0.959

## Properties
HOMO level (spin up / spin down) (eV): -10.04 / -10.01
Net charge: 0
SMILES string: O=NP[N+](=O)[O-]

---

Entry 3:
HN2O3S | wB97M-V/def2-TZVPD

Geometry (Å):
S -1.116 -0.670 -0.372
O -1.997 -0.743 0.844
O -0.071 2.075 -0.306
O 0.056 -1.633 -0.348
N 0.208 0.850 -0.156
N 1.413 0.604 0.073
H 1.507 -0.482 0.265

Atoms 1-2, force components in eV/Å:
0.630 -1.844 1.466
1.619 0.381 -1.715

## Properties
HOMO level (eV): -4.57
Net charge: -1

---

The relative energy (zero: lowest compared OMol25 entry of this formula, charge and spin) results, record by record, are as follows: 39.20; 39.17; 73.81 kcal per mole.
The total energy results, record by record, are as follows: -47176.361; -18420.836; -19973.117 eV.